Ag2FH4O2 as an isolated structure. Source: the Open Molecules 2025 dataset; level of theory: ωB97M-V/def2-TZVPD.

Geometry as XYZ:
```
9
Properties=species:S:1:pos:R:3:forces:R:3
Ag -11.978 -18.994 -25.019 0.292 0.479 0.003
Ag -15.412 -19.123 -26.656 0.077 0.041 -0.257
F -14.041 -19.975 -24.615 0.168 -0.843 -0.245
O -17.194 -20.246 -22.824 0.267 -0.086 -0.338
H -17.657 -20.467 -23.697 -0.212 -0.010 0.527
H -16.192 -20.233 -22.990 -0.520 0.062 0.281
O -13.022 -22.165 -23.719 0.338 0.235 -0.035
H -13.540 -21.406 -24.244 -0.114 0.758 -0.073
H -12.091 -21.818 -23.549 -0.296 -0.636 0.137
```
Positions in Å, forces in eV/Å.

Summary:
<S²>: 2.006
Spin multiplicity: 3
Energy (eV): -14834.132
Kohn-Sham gap (alpha / beta) (eV): 10.622 / 5.733
Molecular weight (u): 270.8
Charge: +3
ΔE to the lowest compared entry with this formula, charge and spin (eV): 1.321
F_max (eV/Å): 0.894

These are the natural (NBO) partial charges, in e, on atoms 1 to 8: 0.989 0.996 -0.893 -0.078 0.543 0.533 -0.135 0.522



AgClZn as an isolated structure in a non-equilibrium geometry. Source: the Open Molecules 2025 dataset; level of theory: ωB97M-V/def2-TZVPD.

Geometry as XYZ:
```
3
Properties=species:S:1:pos:R:3:forces:R:3
Zn 1.429 0.140 1.197 -0.489 0.684 -2.328
Ag -1.894 -0.718 -0.192 -0.097 0.136 -0.461
Cl 0.466 0.578 -1.004 0.585 -0.820 2.789
```
Positions in Å, forces in eV/Å.

Summary:
Spin multiplicity: 1
Energy (eV): -64917.780
Kohn-Sham gap (eV): 7.486
Molecular weight (u): 208.7
Charge: +2
ΔE to the lowest compared entry with this formula, charge and spin (eV): 0.965
F_max (eV/Å): 2.966

Here is what natural (NBO) gives for the atomic charges, in e: 1.562 0.977 -0.538